# 1
Below is 5 unconnected molecules or ions with the total composition C25H21F35N2O7 in a non-equilibrium geometry, with properties calculated with the ωB97M-V functional and the def2-TZVPD basis.

```
! RIJCOSX wB97M-V def2-TZVPD def2/J DEFGRID3
* xyz 0 1
F 1.45534 3.57850 -5.21408
F -4.79441 -8.69964 0.16738
F -1.46876 -6.23149 -1.76335
F 2.79058 3.60194 -3.49933
F -1.84230 -1.89891 -1.06909
F -4.27692 -1.48840 -2.27293
F 0.84441 6.32516 1.98657
F 0.41701 -5.45044 -1.01318
F -4.01395 0.65877 -2.21320
F 2.50703 1.03529 -4.82572
F 4.89021 -3.60400 3.72151
F -4.42031 3.75420 -0.38892
F 5.56624 0.46406 -1.67901
F -0.30295 7.55398 3.34112
F -3.01201 -9.81555 -1.59776
F 5.00974 -4.29830 1.43158
F 4.87783 2.45553 -2.21151
F 3.30546 1.96228 -6.60454
F -2.41085 2.43042 -1.77989
F -3.91457 -7.24756 -1.18755
F -4.40532 9.00233 3.77043
F -3.21593 -0.74077 0.15445
F 2.22876 1.39034 -2.43887
F -0.68454 4.84549 3.84381
F 5.35717 -5.79432 3.15517
F -1.40148 -8.57971 -0.84842
F -0.80545 -4.96266 1.48445
F -1.60538 3.65009 -0.19055
F -3.51982 9.80166 1.29733
F -2.49932 5.68730 2.99321
F -3.63378 7.64205 1.50491
F 3.16837 1.12622 -0.50800
F -4.51407 1.62849 0.05340
F -2.56728 7.92474 4.14830
F -0.76283 -7.05000 0.93151
O 3.50378 -2.07615 -0.00935
O -0.96732 7.31915 1.19578
O 4.61960 1.83330 -4.82915
O -1.64820 1.45796 0.10815
O 1.32599 -1.41285 0.53700
O -2.69620 -5.89369 0.81051
O 3.19402 -5.05851 2.83344
N 2.49713 -2.89243 2.11794
N 4.50243 -1.33247 0.56337
C -1.29804 -5.85905 0.59206
C -3.27163 -7.17844 1.08343
C 4.82673 0.78240 -3.87642
C -2.59376 -9.11121 -0.51414
C -1.49416 8.63598 1.40310
C -1.35623 0.37287 -0.78269
C 3.28503 2.05174 -5.25167
C -2.46388 -0.68194 -0.97282
C 2.34268 -2.08796 0.88096
C -3.33888 -0.50671 -2.21198
C 1.16585 -1.91121 4.34759
C -3.09177 8.93605 3.42928
C 4.61114 1.13816 -2.39233
C -0.92987 -5.41749 -0.82893
C 2.75194 3.42871 -4.83959
C -0.42129 6.66873 2.32984
C -1.20297 5.41003 2.72263
C 1.61189 -2.39036 3.19543
C -2.36339 2.55154 -0.43784
C 3.24747 0.76512 -1.81442
C -3.74662 2.73218 0.19810
C -2.94193 8.73099 1.92343
C 2.33879 -4.36429 1.87890
C 4.55920 -4.64102 2.74963
C -3.62743 -8.05299 -0.13489
H -0.51978 -0.14608 -0.30238
H -1.17748 4.66961 1.92081
H 0.87198 -1.57238 5.41925
H -1.50172 9.07791 0.40145
H 1.23682 -4.67180 2.14570
H 3.33796 4.22734 -5.29907
H 5.33455 -1.25836 -0.04835
H -1.28013 -4.40180 -1.02487
H -2.62105 9.87020 3.74931
H -3.66048 2.94441 1.26598
H 4.78115 -1.68904 1.49440
H -0.80377 9.26457 1.97406
H -4.22053 -6.94325 1.57623
H -2.74284 -0.56370 -3.12748
H -0.94779 0.72606 -1.73470
H 4.30619 -0.13604 -4.16493
H 2.50501 -4.67433 0.77741
H 3.07702 -0.31424 -1.86733
H -2.70031 -7.72754 1.83828
H -2.43995 -9.82326 0.30193
H 5.88914 0.53847 -3.97928
*
```

SMILES string: FC(F)C(F)(F)COC(F)(F)C(F)F.FC(F)C(F)(F)COC(F)(F)C(F)F.FC(F)C(F)(F)COC(F)(F)C(F)F.FC(F)C(F)(F)COC(F)(F)C(F)F.C#CN(COC(F)(F)F)C(=O)ON
Gap between HOMO and LUMO (Ha): 0.3511


# 2
Below is 4 unconnected molecules or ions with the total composition C2H12O3S2 in a non-equilibrium geometry, with properties calculated with the ωB97M-V functional and the def2-TZVPD basis.

```
! RIJCOSX wB97M-V def2-TZVPD def2/J DEFGRID3
* xyz 0 1
S -0.83085 -0.30863 0.55022
S -1.87279 -2.07490 1.10206
O 4.67608 1.44326 -2.30223
O 1.08538 1.05663 -2.75043
O 2.88703 -0.78547 0.46339
C -1.85109 0.85420 1.56490
C -2.74242 1.68085 0.63125
H -2.37129 0.35387 2.39218
H 0.77753 0.77008 -3.60534
H -0.95142 1.38402 1.94279
H 0.99157 1.99178 -2.60372
H 3.75810 -0.51925 0.75093
H -1.97883 2.21326 0.03429
H -2.14496 -2.54139 -0.17913
H -3.34694 1.06251 -0.02182
H 2.13815 -0.29149 0.79086
H 4.01370 1.70212 -1.65510
H -3.20842 2.54651 1.11503
H 4.43251 0.50543 -2.33935
*
```

SMILES string: CCSS.O.O.O
Gap between HOMO and LUMO (Ha): 0.3275
Relative energy (zero: lowest compared OMol25 entry of this formula, charge and spin) (kcal per mole): 32.24


# 3
Below is a molecular structure, C30H33F3N5OPtSe, with properties calculated with the ωB97M-V functional and the def2-TZVPD basis.

```
! RIJCOSX wB97M-V def2-TZVPD def2/J DEFGRID3
* xyz 1 1
Pt 0.16712 0.40830 0.75164
Se -2.27442 0.35842 0.37756
F 0.94177 6.04247 -3.23169
F -1.17723 5.63499 -3.38694
F 0.21193 4.66221 -4.73256
O 2.11863 0.69716 1.04694
N -1.77202 -0.56484 -2.32408
N 0.67736 -1.99641 4.03434
N 0.16165 -1.03473 2.15772
N -2.74734 1.39153 -2.24588
N 0.32414 1.89963 -0.65051
C 0.04958 3.15015 -0.24675
C -0.03527 4.20194 -1.13557
C -2.47694 1.13739 -3.58527
C -5.75891 1.74006 -2.30440
C 2.75736 0.50795 2.18612
C -2.28684 0.36852 -1.50352
C -1.60797 0.10582 -5.97538
C 3.97383 1.19514 2.35274
C -2.29892 -2.83517 -1.44626
C -0.85522 -1.91210 2.49461
C 0.58696 1.67793 -1.93811
C -2.23313 1.35923 -5.92469
C -4.82710 2.31868 -1.24261
C 2.33456 -0.35516 3.21744
C -2.98654 -3.85233 -3.68662
C -1.40200 -0.64557 -4.83558
C -3.40387 2.59212 -1.71884
C -1.85031 -0.10427 -3.63473
C 0.52045 2.67646 -2.89250
C -0.53732 -2.51884 3.65713
C -2.67591 1.89802 -4.73312
C 4.74240 1.02709 3.47872
C 0.04363 5.08291 -3.47439
C -6.11140 2.72261 -3.41526
C 3.14309 -0.50958 4.35570
C 4.33153 0.16352 4.49693
C -3.42424 -3.07789 -2.44889
C 1.08716 -1.09392 3.11860
C -1.22240 -1.86335 -1.91982
C 0.18009 3.95172 -2.48278
H -6.67689 1.42065 -1.80811
H -0.48780 -1.68478 -1.13166
H -2.25651 -3.30073 -4.28102
H -2.53553 -4.80667 -3.40853
H -5.24452 2.99595 -4.01796
H -6.53072 3.64151 -3.00129
H -3.14512 2.87067 -4.70330
H -5.31904 0.83109 -2.72911
H 1.19803 -2.26119 4.85098
H -2.36708 1.91929 -6.83980
H -3.38538 3.33331 -2.51642
H -2.79153 2.96346 -0.89624
H -2.71095 -2.46528 -0.50741
H 5.67250 1.57179 3.57644
H 4.93511 0.02640 5.38251
H -1.79535 -3.77948 -1.22064
H 2.84207 -1.17488 5.15584
H -4.21783 -3.62967 -1.94194
H -0.90826 -1.60535 -4.88507
H 0.72294 2.44871 -3.92892
H -1.27452 -0.27914 -6.92911
H -6.85023 2.29744 -4.09373
H -0.69352 -2.25491 -2.78681
H -0.11780 3.28621 0.81146
H -1.04771 -3.26834 4.23332
H 4.28407 1.85439 1.55314
H 0.86494 0.66746 -2.20332
H -5.23122 3.26666 -0.87698
H -3.86991 -2.12170 -2.74346
H -1.70947 -2.05711 1.86171
H -4.77905 1.65077 -0.38070
H -3.83456 -4.06278 -4.33736
H -0.27832 5.19324 -0.77900
*
```

Gap between HOMO and LUMO (Ha): 0.2571
Relative energy (zero: lowest compared OMol25 entry of this formula, charge and spin) (kcal per mole): 0.00


# 4
Below is 3 unconnected molecules or ions with the total composition C11H23ClNO4 in a non-equilibrium geometry, with properties calculated with the ωB97M-V functional and the def2-TZVPD basis.

```
! RIJCOSX wB97M-V def2-TZVPD def2/J DEFGRID3
* xyz -1 1
Cl -2.96124 -3.88894 1.89339
O 0.54105 -0.37367 2.06398
O 1.73507 1.76729 -2.37928
O -1.50660 0.40751 2.52445
O 1.16100 3.16589 -0.72716
N -3.63398 -4.05665 -0.86322
C -0.21838 0.58979 2.15350
C -3.04916 2.00859 1.53018
C -1.47743 -2.78924 -0.40855
C 0.24294 1.96330 1.76975
C 3.07973 -0.25190 -2.59450
C -2.96008 -3.15306 0.18724
C -0.28821 -3.84774 -0.02019
C 2.70545 1.08688 -3.19793
C 2.03620 2.50848 -1.28827
C 3.42368 2.44675 -0.72462
C -2.43388 1.47285 2.80727
H 2.22770 0.92124 -4.16960
H 3.57437 1.72555 -3.38669
H -3.78775 2.78303 1.75336
H -2.29369 2.43402 0.86385
H -1.19823 -1.71306 0.02456
H 0.21239 2.06108 0.68208
H 3.44293 1.73480 0.10381
H 0.42723 -3.28008 0.74700
H 3.54145 -0.13767 -1.60986
H -3.53931 1.20193 0.97489
H 1.27277 2.09196 2.11775
H 0.32284 -4.23502 -0.97020
H -3.56416 -2.12692 0.27429
H -0.33329 2.76750 2.22300
H -1.95994 2.25382 3.41060
H -3.22731 -5.01099 -0.62657
H 3.77904 -0.78543 -3.24364
H -3.22280 1.03803 3.43045
H -1.48550 -2.70937 -1.59843
H 3.69148 3.44181 -0.35539
H -0.64974 -4.82013 0.53409
H 4.18656 2.17766 -1.45251
H 2.18680 -0.86988 -2.45292
*
```

Gap between HOMO and LUMO (Ha): 0.1393